Record 1
90
Properties=species:S:1:pos:R:3:forces:R:3:lowdin_charge:R:1 method="wB97M-V/def2-TZVPD" total_charge=-1 e_homo_ev="-3.7 / -5.3" s_squared=3.76 spin_multiplicity=4 lumo_ha="0.07691 / 0.07684" homo_lumo_gap_ha="0.2116 / 0.2710" relative_energy_kj_mol=73.0
V 0.569 1.548 0.830 0.0 -1.8 -1.1 0.50
I 0.450 7.319 -4.231 0.0 0.1 -0.1 0.80
C 0.900 5.750 -2.936 0.1 0.0 0.1 -0.77
C 2.153 5.681 -2.346 0.0 -0.2 0.1 -0.25
C 2.430 4.640 -1.471 -0.2 0.0 -0.1 -0.63
I 4.285 4.615 -0.520 0.0 -0.1 0.0 0.86
C 1.490 3.621 -1.160 0.1 -0.5 0.4 -0.41
O 1.759 2.630 -0.359 0.4 0.9 -0.8 -0.23
C 0.208 3.758 -1.764 -0.2 0.2 0.0 -0.15
C -0.886 2.772 -1.435 0.2 0.2 0.4 -0.11
N -1.075 2.588 0.038 -0.5 0.2 -0.3 -0.12
C -1.392 3.811 0.802 0.3 -0.2 -0.1 -0.10
C -0.329 4.097 1.842 0.2 -0.4 0.0 -0.22
C -0.268 5.283 2.558 -0.3 0.1 -0.2 -0.02
C 0.722 5.471 3.500 0.0 0.2 0.1 -0.07
C 1.643 4.458 3.709 0.2 -0.1 0.1 -0.06
C 1.536 3.304 2.962 -0.5 0.3 -0.2 -0.10
N 0.570 3.110 2.038 0.3 1.7 1.4 -0.06
C -0.066 4.806 -2.630 -0.1 -0.2 0.1 -0.13
H 2.905 6.430 -2.555 0.0 0.0 0.0 0.07
H -0.660 1.786 -1.831 0.1 -0.2 0.0 0.12
H -1.816 3.107 -1.898 -0.1 0.1 0.0 0.12
H -1.842 1.917 0.155 0.0 0.0 0.0 -0.01
H -2.353 3.679 1.293 -0.1 0.0 0.1 0.13
H -1.473 4.666 0.136 0.0 0.2 -0.1 0.13
H -0.999 6.059 2.356 0.0 0.0 0.0 0.12
H 0.781 6.399 4.061 0.0 -0.1 -0.1 0.11
H 2.444 4.559 4.434 -0.1 0.0 -0.1 0.11
H 2.230 2.492 3.089 0.2 -0.2 0.0 0.12
H -1.057 4.881 -3.069 0.1 0.0 0.0 0.10
Se -3.487 -0.104 0.334 0.2 0.3 0.1 0.25
P -2.341 -0.863 1.986 0.0 0.0 0.1 0.17
Se -0.553 0.171 2.699 -0.6 -0.2 0.6 0.41
C -1.966 -2.624 1.688 0.1 -0.3 -0.2 -0.39
C -0.905 -3.254 2.335 -0.1 -0.1 -0.1 -0.10
C -0.689 -4.617 2.158 0.0 0.1 -0.1 -0.09
C -1.522 -5.356 1.327 0.0 0.0 0.0 -0.09
C -2.574 -4.731 0.669 0.0 0.1 0.1 -0.09
C -2.795 -3.370 0.849 0.2 -0.1 0.0 -0.14
C -3.487 -1.052 3.414 -0.2 0.2 0.2 -0.39
C -4.717 -1.673 3.178 0.0 0.0 0.1 -0.12
C -5.659 -1.793 4.187 0.1 0.0 0.0 -0.09
C -5.393 -1.285 5.455 0.1 0.0 0.0 -0.11
C -4.172 -0.675 5.703 0.1 0.0 -0.2 -0.09
C -3.218 -0.559 4.688 -0.2 -0.1 0.0 -0.11
H -0.242 -2.672 2.963 0.0 0.0 0.0 0.07
H 0.148 -5.096 2.654 -0.1 0.0 0.0 0.10
H -1.341 -6.416 1.179 0.0 0.1 0.0 0.10
H -3.221 -5.298 0.006 0.1 0.0 0.1 0.10
H -3.595 -2.867 0.321 0.0 0.0 0.0 0.04
H -4.940 -2.051 2.187 0.0 0.1 0.0 0.08
H -6.607 -2.277 3.982 0.0 0.0 0.0 0.10
H -6.140 -1.359 6.239 0.1 0.0 0.0 0.09
H -3.954 -0.280 6.690 0.0 0.0 -0.1 0.10
H -2.267 -0.080 4.880 0.0 0.0 0.0 0.04
O 0.770 -0.107 -0.205 0.8 -0.7 -0.7 -0.44
Si 1.320 -1.096 -1.348 -0.5 0.6 0.6 0.44
C 0.107 -1.151 -2.771 -0.3 0.1 -0.5 -0.22
C 0.306 -0.394 -3.938 -0.2 -0.1 0.1 -0.09
C -0.673 -0.326 -4.930 0.1 -0.1 0.2 -0.10
C -1.869 -1.017 -4.772 0.1 0.0 0.1 -0.11
C -2.089 -1.769 -3.622 0.1 0.0 0.0 -0.09
C -1.111 -1.833 -2.634 0.0 0.1 -0.1 -0.10
C 1.600 -2.845 -0.729 0.1 -0.5 0.2 -0.20
C 2.319 -3.019 0.465 -0.1 -0.1 -0.1 -0.09
C 2.731 -4.278 0.886 -0.1 0.0 -0.1 -0.11
C 2.421 -5.404 0.124 -0.1 0.2 0.0 -0.12
C 1.692 -5.262 -1.050 0.0 0.2 0.0 -0.10
C 1.290 -3.992 -1.473 0.1 0.0 0.2 -0.09
C 2.997 -0.680 -2.092 0.5 0.3 -0.1 -0.21
C 3.439 -1.341 -3.249 -0.1 0.0 0.1 -0.11
C 4.698 -1.109 -3.789 0.0 0.1 0.1 -0.10
C 5.555 -0.200 -3.174 -0.1 0.0 0.1 -0.11
C 5.145 0.467 -2.025 -0.1 -0.1 0.0 -0.09
C 3.879 0.230 -1.490 0.1 -0.3 -0.5 -0.07
H 1.234 0.160 -4.069 -0.1 -0.1 0.0 0.10
H -0.503 0.271 -5.819 0.0 0.0 0.0 0.09
H -2.632 -0.965 -5.541 0.0 0.0 0.0 0.09
H -3.029 -2.293 -3.486 0.1 0.0 0.0 0.10
H -1.309 -2.407 -1.731 0.0 0.1 -0.1 0.10
H 2.566 -2.147 1.070 0.0 -0.1 -0.1 0.11
H 3.295 -4.384 1.807 0.0 0.0 0.0 0.10
H 2.745 -6.386 0.449 0.0 0.0 0.0 0.09
H 1.442 -6.138 -1.644 0.0 0.1 0.0 0.09
H 0.734 -3.897 -2.403 0.1 0.0 0.1 0.09
H 2.783 -2.059 -3.741 0.1 0.1 0.1 0.10
H 5.012 -1.636 -4.684 0.0 0.0 0.0 0.09
H 6.536 -0.011 -3.593 0.0 0.0 0.0 0.09
H 5.803 1.190 -1.553 -0.1 -0.1 0.0 0.09
H 3.573 0.773 -0.613 -0.2 0.2 0.2 0.08

=====

Record 2
87
Properties=species:S:1:pos:R:3:forces:R:3:lowdin_charge:R:1 method="wB97M-V/def2-TZVPD" total_charge=+2 e_homo_ev=-14.1 spin_multiplicity=1 lumo_ha=-0.24547 homo_lumo_gap_ha=0.2710
C 0.050 -1.323 -3.309 0.2 0.0 0.3 -0.17
C 0.589 -0.080 -2.937 0.1 -0.1 -0.1 -0.37
C 1.949 0.190 -3.184 -0.5 0.0 0.1 -0.07
C 2.727 -0.756 -3.846 0.0 -0.1 0.0 -0.06
C 2.186 -2.004 -4.181 0.2 0.1 0.1 -0.05
C 0.871 -2.319 -3.843 -0.3 0.5 -0.1 -0.07
P -0.412 1.118 -1.972 -0.5 0.2 -1.8 1.06
C 0.204 2.779 -2.424 0.4 0.7 0.9 -0.34
C 1.030 3.500 -1.535 0.0 -0.3 -0.1 -0.08
C 1.606 4.705 -1.940 -0.1 0.0 -0.2 -0.05
C 1.354 5.202 -3.223 0.0 -0.2 0.1 -0.04
C 0.482 4.528 -4.081 -0.1 -0.2 0.3 -0.04
C -0.129 3.341 -3.670 0.1 -0.4 0.1 -0.06
In -0.396 0.103 0.372 0.5 1.4 1.0 0.86
P 0.640 -2.013 1.300 -0.3 -0.4 1.2 1.03
C 2.318 -2.084 0.559 0.2 -0.2 -0.2 -0.36
C 2.840 -3.238 -0.061 -0.4 0.5 0.1 -0.06
C 3.997 -3.123 -0.834 0.0 0.0 0.0 -0.05
C 4.690 -1.913 -0.894 0.0 0.0 0.0 -0.05
C 4.266 -0.814 -0.144 -0.2 -0.1 0.0 -0.05
C 3.066 -0.883 0.558 -0.4 -0.2 -0.1 -0.10
C 0.781 -1.927 3.105 0.0 -0.1 0.3 -0.35
C -0.365 -1.573 3.844 0.3 0.1 -0.2 -0.09
C -0.264 -1.367 5.218 0.1 -0.2 -0.1 -0.04
C 0.957 -1.603 5.863 -0.1 0.1 -0.3 -0.04
C 2.073 -2.028 5.142 0.0 -0.2 -0.1 -0.05
C 1.992 -2.214 3.762 -0.3 0.3 -0.3 -0.07
C -0.582 -3.338 0.960 0.2 0.0 -0.7 -0.38
C -1.747 -3.051 0.208 0.6 -0.6 0.1 -0.15
C -2.455 -4.091 -0.388 -0.1 0.3 0.4 -0.05
C -2.062 -5.410 -0.157 0.3 -0.1 0.0 -0.04
C -0.929 -5.697 0.610 -0.2 0.0 0.2 -0.04
C -0.183 -4.667 1.177 -0.3 0.5 -0.1 -0.07
C -2.118 1.038 -2.629 -0.4 0.0 0.3 -0.37
C -2.359 0.696 -3.968 0.1 -0.2 0.1 -0.10
C -3.666 0.510 -4.420 0.2 0.2 0.2 -0.04
C -4.737 0.726 -3.550 0.1 0.0 0.1 -0.04
C -4.515 1.158 -2.238 0.1 0.0 -0.2 -0.05
C -3.209 1.332 -1.780 0.4 -0.4 -0.1 -0.09
H -1.326 -1.459 3.334 0.3 0.1 0.3 0.10
H -1.141 -1.025 5.772 0.3 -0.2 -0.1 0.12
H 1.033 -1.463 6.936 0.0 0.0 -0.1 0.12
H 3.021 -2.217 5.646 -0.3 0.0 -0.1 0.12
H 2.832 -2.595 3.178 -0.1 0.3 0.3 0.11
H 2.326 -4.196 0.074 0.2 0.4 -0.4 0.11
H 4.353 -3.978 -1.409 -0.1 0.2 0.3 0.12
H 5.572 -1.812 -1.530 -0.2 -0.2 0.3 0.12
H 4.853 0.107 -0.128 -0.2 -0.3 0.0 0.12
H 2.706 0.002 1.094 0.1 -0.2 -0.1 0.10
H -2.003 -2.012 -0.042 -0.1 -0.4 0.2 0.07
H -3.296 -3.871 -1.049 0.1 -0.1 0.3 0.12
H -2.627 -6.225 -0.605 0.1 0.2 0.1 0.12
H -0.610 -6.725 0.770 -0.2 0.2 -0.1 0.12
H 0.706 -4.868 1.775 -0.2 -0.1 -0.2 0.12
H -1.523 0.562 -4.655 -0.2 -0.2 0.2 0.11
H -3.830 0.190 -5.452 0.0 0.2 0.4 0.12
H -5.751 0.555 -3.903 0.2 0.1 0.1 0.12
H -5.360 1.349 -1.572 0.3 0.0 -0.2 0.12
H -3.029 1.682 -0.759 -0.1 -0.1 -0.2 0.09
H 1.210 3.112 -0.526 0.0 0.2 -0.4 0.08
H 2.260 5.256 -1.261 -0.2 -0.2 -0.2 0.12
H 1.832 6.121 -3.555 -0.1 -0.2 0.1 0.12
H 0.267 4.923 -5.074 0.0 -0.1 0.3 0.12
H -0.856 2.843 -4.314 0.3 0.2 0.1 0.11
H 2.359 1.151 -2.864 0.0 -0.3 -0.2 0.11
H 3.772 -0.527 -4.076 -0.4 -0.1 0.0 0.12
H 2.805 -2.731 -4.708 -0.1 0.1 0.3 0.12
H 0.452 -3.321 -3.954 0.3 0.3 -0.4 0.12
H -0.985 -1.574 -3.057 0.3 0.2 -0.3 0.11
H -0.094 -1.954 -1.005 0.6 -2.1 -1.6 0.01
H 0.013 -2.629 -1.448 0.0 1.9 1.3 0.15
O -2.802 0.481 3.982 0.1 0.7 -0.7 -0.27
S -2.619 1.524 3.004 -0.2 -0.1 0.0 0.70
O -3.701 1.875 2.116 0.8 -0.3 0.5 -0.27
N -1.234 1.195 2.085 -0.2 -0.4 -0.7 -0.14
C -0.256 2.117 2.171 0.2 -1.2 -1.2 -0.46
O 0.733 1.954 1.362 -1.1 0.1 1.1 -0.09
C -0.582 3.159 3.138 0.6 1.0 0.4 -0.14
C 0.188 4.286 3.473 -0.2 -0.5 -0.3 0.03
C -0.341 5.244 4.332 -0.1 -0.3 0.0 -0.03
C -1.615 5.055 4.877 -0.1 -0.3 -0.3 -0.02
C -2.394 3.931 4.551 0.1 -0.4 -0.2 0.00
C -1.851 2.975 3.682 -0.2 1.1 0.5 -0.19
H 1.179 4.366 3.042 -0.1 0.2 0.1 0.13
H 0.229 6.140 4.579 -0.1 -0.3 0.0 0.12
H -2.012 5.807 5.551 0.0 -0.1 -0.1 0.12
H -3.404 3.807 4.952 0.4 0.1 -0.1 0.14

=====

Electronic energy: -8893.60514; -3211.13625 (hartree)